Formula: C5H8O
Source: the OMol25 dataset
Level of theory: ωB97M-V with the def2-TZVPD basis set

The SMILES is C[C@@H]1C=CCO1. The value obtained for the HOMO energy is -9.34 eV.

Structure (XYZ):
```
14
Properties=species:S:1:pos:R:3:forces:R:3
C -0.827 1.042 -0.836 -0.62 -0.26 -0.15
C -0.654 -0.458 -0.625 -0.42 0.01 -0.01
O 0.673 -0.793 -1.000 0.11 -0.02 -0.06
C 1.437 -0.329 0.092 0.25 -1.33 0.32
C 0.582 -0.649 1.298 -0.06 -0.16 0.02
C -0.677 -0.693 0.878 0.20 0.35 0.01
H -0.048 1.481 -0.245 0.25 0.66 0.09
H -0.709 1.352 -1.878 -0.28 -0.08 0.19
H -1.754 1.375 -0.373 -0.25 0.14 -0.39
H -1.346 -1.093 -1.188 0.10 0.22 0.00
H 2.456 -0.672 0.013 0.19 -0.66 0.16
H 1.502 0.724 0.071 0.39 1.50 -0.11
H 0.943 -0.687 2.316 -0.03 0.09 0.00
H -1.579 -0.601 1.476 0.17 -0.47 -0.07
```
Forces are in eV/Å.

Atomic partial charges in e from the natural (NBO) method, atoms 1 to 2: -0.627, 0.053

=====

Formula: C32H88N8O8
Source: the OMol25 dataset
Level of theory: ωB97M-V with the def2-TZVPD basis set

The SMILES is COC[C@H](C)N.COC[C@H](C)N.COC[C@H](C)N.COC[C@H](C)N.COC[C@H](C)N.COC[C@H](C)N.COC[C@H](C)N.COC[C@H](C)N. The value obtained for the HOMO energy is -8.29 eV.

Structure (XYZ):
```
136
Properties=species:S:1:pos:R:3:forces:R:3
C 4.290 -3.689 -0.047 -0.56 -0.03 -0.85
C 5.325 -3.336 1.030 -0.96 0.26 -0.10
C 4.742 -2.318 2.042 0.04 -0.16 -1.31
O 3.619 -2.915 2.699 0.30 2.25 0.40
C 2.778 -1.919 3.350 -0.55 -0.85 -0.32
N 5.689 -4.536 1.704 0.28 -1.47 0.93
H 3.770 -4.628 0.144 0.06 0.03 0.39
H 4.680 -3.798 -1.059 0.65 -0.13 0.11
H 3.514 -2.942 -0.217 -0.05 0.29 0.54
H 6.228 -3.000 0.520 -0.04 0.74 0.25
H 4.423 -1.453 1.460 -0.20 0.36 0.14
H 5.527 -2.002 2.730 -0.06 -0.02 0.40
H 2.212 -1.270 2.682 0.49 0.13 -0.59
H 3.258 -1.285 4.095 0.44 -0.29 0.02
H 1.967 -2.486 3.806 0.26 -0.11 0.43
H 6.230 -4.345 2.534 0.66 0.29 -0.04
H 4.857 -4.918 2.133 -0.52 -0.43 -0.33
C 0.930 5.182 -3.781 0.48 -0.57 -0.90
C 0.846 3.636 -4.026 0.48 1.71 0.33
C 2.235 2.973 -4.357 -2.77 1.34 0.42
O 2.729 3.663 -5.500 0.30 -0.98 1.42
C 3.914 2.999 -5.851 0.30 0.31 -1.86
N 0.112 3.073 -2.926 -0.17 -0.76 0.90
H 1.645 5.507 -3.026 0.39 -0.47 0.08
H -0.019 5.557 -3.397 -0.23 -0.02 -0.47
H 1.221 5.639 -4.727 -0.19 0.44 0.13
H 0.177 3.465 -4.870 0.36 0.12 -0.46
H 1.991 1.929 -4.552 0.43 -0.27 -0.21
H 2.896 3.056 -3.495 0.29 0.01 0.03
H 4.707 2.974 -5.104 -0.20 0.13 0.38
H 4.283 3.520 -6.734 0.28 0.06 0.05
H 3.690 1.990 -6.196 0.04 -0.33 0.23
H -0.820 3.460 -2.961 -0.50 -0.29 -0.45
H 0.378 3.468 -2.036 0.93 -0.11 0.37
C -3.631 1.814 3.048 0.27 -0.97 -0.16
C -3.250 3.233 3.284 0.85 -0.82 0.83
C -1.820 3.576 2.924 -0.38 0.71 -0.30
O -0.901 2.735 3.499 0.17 -1.15 1.26
C 0.411 3.179 3.513 1.57 -0.57 0.10
N -4.144 4.093 2.577 -0.53 0.17 0.19
H -2.959 1.155 3.596 -0.04 -0.07 0.10
H -3.522 1.533 2.000 -0.28 -0.03 -0.25
H -4.648 1.660 3.408 -0.02 -0.14 -0.24
H -3.294 3.298 4.371 -0.35 0.79 0.20
H -1.722 4.597 3.292 0.47 0.44 -0.04
H -1.657 3.573 1.846 -0.23 0.13 -0.49
H 0.672 3.925 4.263 -0.68 0.84 -0.20
H 0.780 3.409 2.514 -0.10 0.55 -0.16
H 1.082 2.387 3.846 -0.40 -0.66 -0.14
H -4.021 3.816 1.614 -0.31 0.51 -0.44
H -3.878 5.058 2.712 -0.07 0.22 -0.30
C -3.627 -1.783 0.431 -0.55 -0.12 -0.91
C -3.616 -2.312 1.834 0.80 -0.89 0.00
C -3.959 -3.824 1.989 0.20 0.30 1.06
O -3.582 -4.262 3.338 -0.65 1.74 -1.03
C -3.731 -5.623 3.540 0.55 -0.69 -0.32
N -2.284 -2.104 2.375 0.07 -0.16 1.00
H -3.162 -0.797 0.405 -0.37 0.15 0.14
H -4.663 -1.752 0.092 -0.02 0.33 -0.25
H -3.084 -2.340 -0.332 0.20 -0.51 0.24
H -4.293 -1.652 2.375 -0.15 -0.37 0.42
H -3.353 -4.437 1.322 0.07 0.11 -0.44
H -5.016 -4.003 1.794 -0.17 -0.19 0.10
H -3.185 -5.885 4.446 -0.42 0.05 0.25
H -3.215 -6.172 2.752 0.00 -0.24 -0.35
H -4.773 -5.943 3.552 -0.14 -0.04 0.25
H -1.653 -2.798 2.000 0.23 -0.22 -0.71
H -2.340 -2.459 3.319 0.07 0.22 0.61
C 0.479 1.307 0.335 1.00 -0.03 -0.33
C -0.146 -0.031 0.753 -0.58 1.02 -2.21
C 0.525 -1.300 0.195 0.56 0.60 -0.17
O 0.471 -1.249 -1.224 -0.05 0.11 0.03
C 1.012 -2.315 -1.972 0.04 -0.18 0.15
N -0.294 -0.035 2.143 0.18 -0.54 2.33
H -0.034 2.203 0.685 -0.76 -0.30 0.01
H 0.592 1.409 -0.744 -0.06 -0.12 -0.03
H 1.458 1.478 0.783 0.40 -0.47 0.05
H -1.103 -0.014 0.232 -0.58 -0.13 -0.15
H 0.022 -2.212 0.516 -0.12 0.07 0.33
H 1.562 -1.315 0.530 0.32 -0.25 0.09
H 2.101 -2.355 -1.958 0.22 0.42 -0.06
H 0.643 -2.191 -2.990 0.19 0.01 0.03
H 0.720 -3.309 -1.632 -0.48 -0.09 0.32
H -0.783 0.779 2.486 0.41 0.70 -0.19
H -0.957 -0.741 2.425 0.00 -0.60 -0.12
C -2.546 -1.396 -3.426 -0.14 0.21 -0.16
C -1.534 -0.287 -3.790 0.21 -1.12 -0.31
C -1.913 0.457 -5.089 -0.39 0.38 0.02
O -2.095 -0.445 -6.185 -0.80 0.10 0.24
C -2.688 0.170 -7.328 0.45 -0.04 0.29
N -1.321 0.518 -2.595 -1.16 0.26 -0.97
H -3.226 -1.044 -2.650 -0.39 0.48 -0.38
H -2.121 -2.261 -2.917 0.61 -0.12 -0.34
H -3.066 -1.729 -4.323 -0.16 -0.14 0.20
H -0.583 -0.779 -3.996 0.19 -0.32 -0.53
H -1.222 1.212 -5.464 0.87 0.04 0.53
H -2.786 1.077 -4.884 -0.77 -0.28 -0.05
H -2.080 1.012 -7.657 0.29 0.05 -0.22
H -3.685 0.587 -7.184 -0.24 -0.17 0.55
H -2.764 -0.576 -8.119 0.21 0.00 0.11
H -0.672 1.254 -2.832 0.46 0.10 0.52
H -0.920 -0.163 -1.966 0.34 0.53 0.38
C -1.082 5.843 -0.326 1.61 -0.43 -0.03
C -0.085 6.068 0.794 1.39 0.12 -0.22
C 1.415 5.715 0.520 0.05 0.73 -0.02
O 1.620 4.445 0.044 -0.64 -1.74 -1.23
C 2.967 4.018 -0.086 -0.64 0.05 0.35
N -0.142 7.499 1.128 -0.42 -0.52 0.91
H -2.080 5.903 0.110 -0.02 0.05 -0.54
H -0.828 4.886 -0.780 -0.63 -0.28 -0.02
H -0.830 6.598 -1.071 -0.70 0.16 -0.15
H -0.326 5.395 1.617 -0.32 0.56 0.37
H 1.991 5.810 1.440 -0.14 0.36 0.60
H 1.897 6.398 -0.179 -0.22 0.67 -0.30
H 3.624 4.737 -0.576 -0.10 0.39 0.00
H 2.960 3.120 -0.704 -0.02 -0.09 0.27
H 3.314 3.819 0.928 0.52 -0.22 -0.04
H 0.052 7.645 2.108 0.15 0.21 0.02
H 0.520 8.029 0.578 0.08 0.02 -0.03
C 0.267 -4.931 3.734 -1.44 -0.16 -0.56
C 1.002 -5.515 2.540 0.78 -1.54 -0.21
C 0.523 -5.116 1.143 -1.13 0.14 0.50
O -0.717 -5.826 0.877 0.41 0.16 -0.27
C -1.210 -5.697 -0.474 -0.04 0.96 1.50
N 2.436 -5.346 2.652 0.10 0.18 -0.08
H 0.214 -3.844 3.803 0.21 0.17 -0.38
H 0.599 -5.274 4.713 0.32 -0.31 -0.23
H -0.753 -5.289 3.591 -0.40 0.22 0.41
H 0.868 -6.597 2.559 -0.36 -0.20 0.15
H 1.225 -5.264 0.323 0.36 -0.47 0.30
H 0.402 -4.036 1.225 -0.61 0.38 -0.48
H -0.613 -6.236 -1.210 0.11 0.11 0.02
H -1.275 -4.622 -0.639 0.29 0.16 -0.77
H -2.253 -6.012 -0.493 0.16 -0.49 0.12
H 2.687 -5.816 3.510 0.33 -0.10 0.16
H 2.582 -4.364 2.837 0.56 -0.06 -0.17
```
Forces are in eV/Å.

Atomic partial charges in e from the Löwdin method, atoms 1 to 2: -0.056, -0.421

=====

no.,maximum force (eV/A),E_LUMO (eV)
1,1.551,1.10
2,3.105,0.49